{"formula": "C3H5N2", "method": "ωB97M-V with the def2-TZVPD basis set", "multiplicity": 3, "e_homo_ev": [-11.40, -18.35], "s_squared": 2.005, "charge": 1, "elements": ["C", "C", "C", "N", "N", "H", "H", "H", "H", "H"], "coordinates": [[-0.637, -0.770, 0.221], [-0.598, 0.696, 0.325], [0.246, 0.045, -0.678], [2.619, 0.028, 0.284], [1.623, -0.011, -0.146], [-0.069, -1.252, 1.044], [-1.638, -1.258, -0.198], [-1.456, 1.089, -0.240], [-0.352, 1.146, 1.168], [0.262, 0.288, -1.782]]}

---

{"formula": "C36H32ClLuP2", "method": "ωB97M-V with the def2-TZVPD basis set", "e_homo_ev": [-13.50, -13.49], "charge": 2, "elements": ["Lu", "Cl", "P", "C", "C", "C", "C", "C", "C", "C", "C", "C", "C", "C", "C", "C", "C", "C", "C", "C", "C", "H", "H", "H", "H", "H", "H", "H", "H", "H", "H", "H", "H", "H", "H", "H", "H", "H", "C", "C", "C", "C", "C", "C", "P", "C", "C", "C", "C", "C", "C", "C", "C", "C", "C", "C", "C", "H", "H", "H", "H", "H", "H", "H", "H", "H", "H", "H", "H", "H", "H", "H"], "coordinates": [[0.000, 0.000, 0.000], [2.344, -0.484, 0.092], [0.001, -0.013, -2.294], [-0.677, 1.514, -3.041], [-1.840, 1.518, -3.821], [-2.319, 2.713, -4.360], [-1.639, 3.908, -4.128], [-0.478, 3.908, -3.351], [0.000, 2.720, -2.803], [1.656, -0.179, -3.044], [2.355, -1.372, -2.814], [3.613, -1.566, -3.377], [4.189, -0.565, -4.162], [3.504, 0.630, -4.382], [2.238, 0.824, -3.827], [-0.971, -1.338, -3.101], [-1.568, -2.324, -2.303], [-2.355, -3.318, -2.880], [-2.543, -3.348, -4.264], [-1.942, -2.377, -5.065], [-1.163, -1.374, -4.488], [1.913, -2.132, -2.175], [4.151, -2.491, -3.191], [5.176, -0.712, -4.591], [3.955, 1.415, -4.982], [1.708, 1.757, -3.992], [-2.373, 0.590, -4.007], [-3.224, 2.708, -4.962], [-2.013, 4.838, -4.548], [0.054, 4.837, -3.165], [0.898, 2.714, -2.189], [-1.402, -2.310, -1.230], [-2.815, -4.075, -2.251], [-3.148, -4.129, -4.714], [-2.079, -2.399, -6.143], [-0.699, -0.620, -5.116], [-1.075, 1.108, -0.057], [-1.434, -0.574, -0.043], [-0.416, 3.639, 5.465], [0.428, 3.769, 4.362], [0.676, 2.668, 3.543], [0.090, 1.418, 3.816], [-0.756, 1.294, 4.937], [-1.006, 2.405, 5.754], [0.438, 0.081, 2.639], [1.992, -0.240, 3.508], [3.173, 0.417, 3.125], [4.361, 0.203, 3.831], [4.378, -0.655, 4.934], [3.206, -1.299, 5.332], [2.018, -1.093, 4.625], [-1.103, -0.833, 2.874], [-1.079, -2.161, 3.332], [-2.270, -2.872, 3.497], [-3.493, -2.266, 3.200], [-3.526, -0.950, 2.731], [-2.335, -0.235, 2.565], [-0.615, 4.498, 6.094], [0.883, 4.725, 4.135], [1.322, 2.793, 2.682], [-1.230, 0.355, 5.182], [-1.662, 2.311, 6.606], [3.174, 1.098, 2.285], [5.269, 0.710, 3.530], [5.295, -0.813, 5.486], [3.213, -1.952, 6.196], [1.122, -1.582, 4.974], [-0.145, -2.657, 3.548], [-2.243, -3.894, 3.850], [-4.414, -2.820, 3.327], [-4.474, -0.485, 2.495], [-2.374, 0.782, 2.198]]}

---

{"formula": "C4H14N3", "method": "ωB97M-V with the def2-TZVPD basis set", "multiplicity": 2, "e_homo_ev": [-3.72, -8.98], "s_squared": 0.754, "elements": ["C", "C", "N", "N", "N", "H", "H", "H", "H", "H", "H", "H", "H", "C", "C", "H", "H", "H", "H", "H", "H"], "coordinates": [[0.417, 2.131, 1.139], [1.480, 0.232, -0.118], [0.281, 0.880, 0.340], [2.616, 0.961, -0.297], [1.635, -1.079, -0.426], [-0.470, 0.246, 0.740], [2.423, 1.810, -0.812], [3.496, 0.564, -0.785], [1.065, -1.957, -0.332], [2.375, -1.291, -1.093], [1.452, 2.629, 1.046], [0.289, 1.845, 2.224], [-0.332, 2.891, 0.912], [-1.811, -1.622, 0.185], [-2.412, -0.739, -0.800], [-2.671, -2.543, 0.381], [-1.105, -2.302, -0.291], [-1.189, -1.340, 0.996], [-2.946, -1.149, -1.615], [-3.034, -0.113, -0.265], [-1.559, -0.055, -1.129]]}

---

{"formula": "C25H80O15", "method": "ωB97M-V with the def2-TZVPD basis set", "e_homo_ev": -8.23, "elements": ["C", "C", "C", "O", "H", "H", "H", "H", "H", "H", "H", "H", "C", "C", "C", "O", "H", "H", "H", "H", "H", "H", "H", "H", "C", "C", "C", "O", "H", "H", "H", "H", "H", "H", "H", "H", "C", "C", "C", "O", "H", "H", "H", "H", "H", "H", "H", "H", "C", "C", "C", "O", "H", "H", "H", "H", "H", "H", "H", "H", "C", "O", "H", "H", "H", "H", "C", "O", "H", "H", "H", "H", "C", "O", "H", "H", "H", "H", "C", "O", "H", "H", "H", "H", "C", "O", "H", "H", "H", "H", "C", "O", "H", "H", "H", "H", "C", "O", "H", "H", "H", "H", "C", "O", "H", "H", "H", "H", "C", "O", "H", "H", "H", "H", "C", "O", "H", "H", "H", "H"], "coordinates": [[2.152, 4.228, -3.072], [0.638, 4.090, -2.641], [0.183, 2.707, -2.317], [0.502, 4.802, -1.457], [2.352, 3.582, -3.926], [2.792, 3.796, -2.302], [2.440, 5.256, -3.295], [0.088, 4.550, -3.462], [0.377, 2.048, -3.163], [-0.854, 2.642, -1.987], [0.803, 2.216, -1.567], [-0.254, 4.397, -1.025], [-2.303, -4.410, -1.376], [-0.854, -4.372, -0.874], [-0.275, -2.983, -0.851], [-0.817, -4.783, 0.443], [-2.866, -3.580, -0.950], [-2.676, -5.418, -1.192], [-2.368, -4.186, -2.441], [-0.198, -4.995, -1.482], [-0.530, -2.408, -1.741], [0.808, -2.915, -0.752], [-0.753, -2.443, -0.033], [-1.080, -5.705, 0.498], [-0.999, -3.327, 2.794], [0.258, -2.892, 1.972], [1.339, -2.301, 2.859], [0.778, -4.056, 1.334], [-0.740, -3.997, 3.614], [-1.749, -3.781, 2.146], [-1.438, -2.458, 3.284], [-0.022, -2.163, 1.212], [1.658, -2.982, 3.649], [0.916, -1.466, 3.416], [2.211, -1.958, 2.303], [0.145, -4.275, 0.646], [4.129, -1.815, 1.598], [3.190, -0.737, 1.226], [2.837, 0.157, 2.415], [3.639, 0.038, 0.137], [5.088, -1.412, 1.924], [4.474, -2.401, 0.747], [3.820, -2.496, 2.391], [2.292, -1.278, 0.924], [3.717, 0.649, 2.831], [2.535, -0.526, 3.209], [2.062, 0.867, 2.127], [4.531, 0.305, 0.370], [-1.583, 0.259, -0.351], [-0.059, 0.574, -0.425], [0.672, -0.029, 0.751], [0.499, 0.019, -1.559], [-1.992, 0.661, 0.576], [-1.806, -0.804, -0.258], [-2.093, 0.676, -1.219], [0.089, 1.653, -0.480], [0.076, 0.288, 1.607], [1.706, 0.285, 0.890], [0.573, -1.113, 0.696], [1.422, 0.262, -1.664], [3.039, 1.118, -2.225], [2.233, 0.726, -1.145], [2.466, 1.742, -2.911], [3.831, 1.698, -1.751], [3.436, 0.222, -2.702], [2.733, 0.588, -0.337], [-2.673, 1.955, 2.590], [-3.982, 1.620, 2.110], [-2.053, 1.060, 2.643], [-2.112, 2.482, 1.817], [-2.731, 2.527, 3.516], [-3.934, 0.672, 1.966], [2.648, 2.898, 0.275], [2.743, 3.986, 1.128], [2.956, 3.181, -0.732], [3.308, 2.089, 0.589], [1.622, 2.538, 0.194], [2.448, 4.762, 0.646], [-2.600, -1.369, 2.345], [-3.467, -0.367, 1.818], [-1.847, -0.893, 2.974], [-3.087, -2.109, 2.980], [-2.178, -1.881, 1.480], [-4.232, -0.819, 1.456], [-0.697, 3.682, 0.473], [-1.301, 3.874, -0.778], [-0.032, 2.819, 0.441], [-0.075, 4.549, 0.692], [-1.383, 3.456, 1.289], [-2.187, 3.507, -0.725], [0.121, 1.348, 3.575], [-0.217, 2.095, 2.477], [1.159, 1.540, 3.848], [-0.475, 1.741, 4.399], [-0.052, 0.281, 3.433], [0.258, 2.922, 2.580], [2.655, -1.733, -1.503], [2.259, -2.856, -2.228], [1.824, -1.039, -1.375], [2.943, -1.991, -0.484], [3.465, -1.202, -2.003], [1.629, -2.673, -2.928], [-0.934, 0.160, -3.473], [-0.752, -0.977, -2.644], [0.045, 0.573, -3.715], [-1.473, -0.051, -4.396], [-1.445, 0.906, -2.864], [-0.171, -0.758, -1.911], [-3.257, -1.356, -2.011], [-2.631, -1.903, -3.159], [-3.158, -0.271, -2.038], [-4.336, -1.508, -1.984], [-2.952, -1.741, -1.038], [-1.740, -1.549, -3.200], [-4.035, 0.717, -0.357], [-4.168, 1.489, -1.566], [-4.858, 1.032, 0.283], [-4.032, -0.358, -0.540], [-3.078, 1.095, 0.000], [-4.963, 1.211, -2.027]]}

---

Values for energy relative to the best compared isomer or geometry (same formula, charge and spin), kcal per mole, ordered as above
114.70; 205.53; 52.35; 628.00